1.
The following is a quantum chemistry calculation of a cluster of 3 separate species, C5H15NO3S in total in a non-equilibrium geometry, from the OMol25 dataset.

XYZ file:
```
25
Properties=species:S:1:pos:R:3
C -0.6400 -1.3803 1.4770
C 0.3432 -2.2700 0.6755
S 1.8583 -1.3999 0.0574
C -0.1785 0.0632 1.6841
N -0.6989 0.9917 0.8267
C -0.2531 2.3787 0.7788
C 0.7590 2.6298 -0.3503
O 0.4861 0.3401 2.6541
H -0.8595 -1.7828 2.4605
H -1.6114 -1.2985 0.9775
H -0.1620 -2.5488 -0.2433
H 0.6314 -3.1331 1.2616
H 2.6059 -1.5586 1.1660
H -1.0305 0.5972 -0.0234
H 0.2230 2.5883 1.7387
H -1.1874 2.9376 0.7640
H 1.6487 3.2120 -0.1497
H 1.0689 1.6408 -0.7026
H 0.2366 3.0490 -1.2152
H -0.5661 0.5681 -2.7640
H 0.6426 0.6972 -3.6091
O -0.3237 0.7666 -3.6722
H -3.2825 0.2221 -2.5519
H -2.2972 -0.7682 -3.0487
O -2.8605 -0.6090 -2.2732
```

As for the spin multiplicity: 1. For the total energy, the calculation gives -878.16939 hartree. The value obtained for the energy above the lowest of the compared OMol25 structures with the same formula, charge and spin is 16.0 kcal per mole. Its SMILES is CCNC(=O)CCS.O.O. As for the HOMO energy: -9.29 eV.


2.
The following is a quantum chemistry calculation of a cluster of 3 separate species, C5H15NO4 in total in a non-equilibrium geometry, from the OMol25 dataset.

XYZ file:
```
25
Properties=species:S:1:pos:R:3
O -1.3672 -0.4652 -2.6272
C -0.3526 -0.2190 -1.9845
N -0.3656 0.8812 -1.1615
C 0.2544 1.1843 0.1115
C -0.2023 0.1358 1.1278
C -1.5230 0.5046 1.8137
O 0.8693 0.1471 2.1071
C 0.8103 -1.1407 -1.9422
H -1.2183 1.3915 -1.2696
H 1.3419 1.1791 0.0809
H -0.0151 2.2035 0.3873
H -0.2513 -0.8782 0.7275
H -1.4348 1.1727 2.6579
H -2.1506 0.9768 1.0519
H -2.1689 -0.3485 2.0533
H 0.5390 -0.0473 2.9833
H 1.6144 -0.8524 -1.2647
H 1.2834 -1.3591 -2.9021
H 0.5167 -2.1750 -1.7247
H 2.5393 1.5984 1.4150
H 3.5478 1.9097 0.3597
O 3.3370 2.1070 1.2667
H -2.5320 -2.5525 0.5697
H -1.9148 -2.5636 -0.6501
O -1.8259 -3.0487 0.1721
```

As for the spin multiplicity: 1. For the total energy, the calculation gives -555.21292 hartree. The value obtained for the energy above the lowest of the compared OMol25 structures with the same formula, charge and spin is 23.6 kcal per mole. Its SMILES is CC(=O)NC[C@H](C)O.O.O. As for the HOMO energy: -9.85 eV.


3.
The following is a quantum chemistry calculation of a cluster of 2 separate species, C5H15NOS in total in a non-equilibrium geometry, from the OMol25 dataset.

XYZ file:
```
23
Properties=species:S:1:pos:R:3
C -1.5940 -0.5268 1.6734
N -0.7507 0.3626 0.8376
C 0.3850 -0.3220 0.2329
C 1.0266 0.5949 -0.8477
S 2.4415 -0.2068 -1.7716
C 1.4041 -0.9497 1.1736
C -2.9396 0.1610 1.9417
H -1.0827 -0.8656 2.5797
H -1.6897 -1.4515 1.0942
H -0.4807 1.1104 1.4729
H -0.0660 -1.1246 -0.3590
H 1.4588 1.4676 -0.3709
H 0.3229 0.7850 -1.6492
H 3.1988 -0.4220 -0.6834
H 0.9502 -1.3466 2.0795
H 2.2061 -0.2476 1.4259
H 1.9146 -1.8038 0.7322
H -3.2219 0.6339 1.0127
H -2.8209 0.8845 2.7539
H -3.5959 -0.5719 2.4080
H -1.7177 0.9125 -0.6854
H -2.1779 1.9284 -1.6665
O -2.1919 0.9888 -1.5606
```

As for the spin multiplicity: 1. For the total energy, the calculation gives -727.66989 hartree. The value obtained for the energy above the lowest of the compared OMol25 structures with the same formula, charge and spin is 9.9 kcal per mole. Its SMILES is CCN[C@H](C)CS.O. As for the HOMO energy: -9.07 eV.


4.
The following is a quantum chemistry calculation of a structure of composition C5H15NS in a non-equilibrium geometry, from the OMol25 dataset.

XYZ file:
```
22
Properties=species:S:1:pos:R:3
C -0.2033 -2.6167 0.6941
C 0.8540 -1.9232 1.5439
C 2.0642 -1.6020 0.6868
N 0.3379 -0.6422 2.1257
H -1.1387 -2.6977 1.2695
H -0.4653 -2.0049 -0.1719
H 0.1653 -3.6012 0.4014
H 1.1116 -2.5264 2.4218
H 1.7470 -0.9753 -0.1515
H 2.5251 -2.5095 0.2890
H 2.8635 -1.0460 1.1923
H -0.0317 -0.6724 3.0580
H 0.9269 0.1412 1.8804
H -0.2236 0.0745 0.5308
C -1.4176 3.0413 -1.9741
C -1.3417 2.0722 -0.8157
S -0.1275 0.7412 -1.1089
H -1.7188 2.4859 -2.8723
H -0.4531 3.5173 -2.1631
H -2.1732 3.8168 -1.8082
H -2.3105 1.6475 -0.5335
H -1.0698 2.6640 0.0732
```

As for the spin multiplicity: 1. For the total energy, the calculation gives -652.38391 hartree. The value obtained for the energy above the lowest of the compared OMol25 structures with the same formula, charge and spin is 30.5 kcal per mole. As for the HOMO energy: -8.28 eV.


5.
The following is a quantum chemistry calculation of a cluster of 2 separate species, C5H15NS2 in total, from the OMol25 dataset.

XYZ file:
```
23
Properties=species:S:1:pos:R:3
C 1.2779 -1.3165 -1.9848
S 1.1814 0.5138 -1.9300
S 3.1244 0.9930 -1.4848
C 3.0241 1.3175 0.3207
H 2.2614 -1.5624 -2.3771
H 1.2150 -1.7261 -0.9787
H 0.5177 -1.6895 -2.6632
H 2.5317 0.4792 0.8031
H 4.0437 1.4176 0.6858
H 2.4594 2.2281 0.4936
C -2.1394 0.1499 -0.5134
C -1.7794 0.2843 0.9838
C -1.9755 -1.0448 1.6840
N -0.4111 0.7764 1.1771
H -3.0910 -0.3722 -0.6398
H -2.2447 1.1255 -0.9910
H -1.3562 -0.3987 -1.0417
H -2.4584 1.0336 1.3989
H -1.5722 -1.0187 2.6972
H -3.0310 -1.3064 1.7346
H -1.4260 -1.8244 1.1470
H -0.3385 1.7351 0.8860
H 0.1866 0.2059 0.5926
```

As for the spin multiplicity: 1. For the total energy, the calculation gives -1050.62442 hartree. The value obtained for the energy above the lowest of the compared OMol25 structures with the same formula, charge and spin is 0.0 kcal per mole. Its SMILES is CC(C)N.CSSC. As for the HOMO energy: -8.81 eV.


6.
The following is a quantum chemistry calculation of a structure of composition C5H16B2Br4Na3O3 in a non-equilibrium geometry, from the OMol25 dataset.

XYZ file:
```
33
Properties=species:S:1:pos:R:3
Na -2.9736 -0.9825 -1.9099
Na -0.5556 -1.0548 0.9686
Na -2.3006 2.0920 0.1152
C -2.6650 0.0083 2.9130
O -3.6061 0.2836 3.6993
O -2.2268 -1.1878 2.7150
O -2.0881 0.9992 2.2206
B -1.9383 -2.7673 -0.3877
H -2.3180 -1.7323 -0.0312
H -0.8340 -2.6324 -0.8096
H -1.9428 -3.6015 0.4875
H -2.7341 -3.1212 -1.2265
B -0.9134 0.4841 -1.2221
H -0.4990 -0.5494 -1.6362
H -1.5797 0.9365 -2.1186
H -1.5395 0.1680 -0.3101
H -0.0535 1.2554 -0.8380
Br 2.1218 0.8605 1.3781
C 0.8463 2.1810 2.0309
C 0.6951 3.3249 1.0703
Br 2.0689 4.6819 1.2545
H 1.1839 2.5000 3.0111
H -0.1106 1.6447 2.1474
H -0.2656 3.8108 1.2399
H 0.7438 2.9947 0.0374
Br 3.4112 0.4274 -3.2588
C 2.4510 -1.0246 -2.3431
C 3.3932 -1.6376 -1.3415
Br 2.5330 -3.1929 -0.5495
H 2.1695 -1.7349 -3.1113
H 1.5978 -0.5381 -1.8883
H 3.5937 -0.9574 -0.5195
H 4.3352 -1.9381 -1.7870
```

As for the spin multiplicity: 1. For the total energy, the calculation gives -11258.57466 hartree. Its charge is -1. The value obtained for the energy above the lowest of the compared OMol25 structures with the same formula, charge and spin is 0.0 kcal per mole. As for the HOMO energy: -2.81 eV.


7.
The following is a quantum chemistry calculation of a structure of composition C5H16MgN3S in a non-equilibrium geometry, from the OMol25 dataset.

XYZ file:
```
26
Properties=species:S:1:pos:R:3
C -2.7013 -1.0962 -2.3121
Mg -0.6944 -2.7344 1.9468
N -2.1141 -3.9931 0.9045
H -0.9156 -0.4395 -3.3345
H -1.6340 -0.6410 -2.5594
H -3.5142 -0.5359 -2.8245
H -2.9126 -0.9552 -1.2381
H -2.8340 -2.1368 -2.5475
H -2.5255 -4.3580 1.7832
H -1.3861 -4.6127 0.5664
H -2.8062 -3.8112 0.1888
S 0.7852 -1.4644 0.5216
C 1.0002 0.2496 0.6619
N 1.3259 0.8526 -0.4949
C 1.7110 2.2533 -0.6300
C 2.3737 2.7333 0.6371
C 1.5892 2.3420 1.8929
N 1.1694 0.9447 1.8050
H 1.1976 0.2729 -1.3238
H 0.7925 2.8014 -0.8514
H 2.3637 2.3190 -1.5025
H 2.4631 3.8225 0.5865
H 3.3854 2.3094 0.7009
H 0.6920 2.9724 1.9720
H 2.2004 2.4756 2.7924
H 0.9886 0.4296 2.6585
```

As for the spin multiplicity: 1. For the total energy, the calculation gives -962.51129 hartree. Its charge is -1. The value obtained for the energy above the lowest of the compared OMol25 structures with the same formula, charge and spin is 0.0 kcal per mole. As for the HOMO energy: -1.28 eV.


8.
The following is a quantum chemistry calculation of a cluster of 2 separate species, C5H16N2 in total in a non-equilibrium geometry, from the OMol25 dataset.

XYZ file:
```
23
Properties=species:S:1:pos:R:3
C 2.3128 0.1892 0.5019
C 1.0950 -0.7454 0.1957
C 0.0318 0.0969 -0.7106
C -1.4152 -0.5161 -0.8808
C -2.0548 -0.2935 0.4353
N -3.5582 0.8402 -0.4325
N 3.6200 -0.3583 1.0139
H 2.6179 0.8758 -0.2826
H 2.1061 0.8447 1.2946
H 1.3845 -1.6460 -0.4310
H 0.7148 -0.9735 1.1565
H -0.0455 1.1740 -0.6853
H 0.3877 0.0094 -1.7081
H -1.1229 -1.4040 -1.4828
H -1.9259 0.2113 -1.5751
H -2.7600 -0.9655 0.7979
H -1.8371 0.9104 0.8734
H -3.6743 0.4447 -1.4232
H -3.4069 1.8159 -0.3664
H -4.3867 0.7795 -0.0270
H 4.1813 0.5115 1.1707
H 4.3100 -1.1147 0.5687
H 3.4255 -0.6866 1.9967
```

As for the spin multiplicity: 2. For the total energy, the calculation gives -309.14816 hartree. Its charge is +1. The value obtained for the energy above the lowest of the compared OMol25 structures with the same formula, charge and spin is 88.8 kcal per mole. As for the HOMO energy (spin up / spin down): -8.33 / -12.59 eV.


9.
The following is a quantum chemistry calculation of a cluster of 3 separate species, C5H16N2O in total in a non-equilibrium geometry, from the OMol25 dataset.

XYZ file:
```
24
Properties=species:S:1:pos:R:3
N -2.0401 -1.0338 -0.5952
C -2.0996 -0.0079 0.5156
C -1.4357 1.3771 0.3975
N -0.3089 1.3662 -0.4085
C 1.0347 1.2679 0.3049
C 2.0442 0.2724 -0.2625
C 2.2086 -1.0329 0.6839
H -2.9009 -0.9749 -1.2414
H -1.1991 -1.1912 -1.1576
H -1.1093 -0.8683 0.6020
H -2.9122 -0.1723 1.2521
H -1.2461 1.5940 1.4991
H -2.0209 2.0961 -0.1098
H -0.5480 0.5998 -1.0619
H 1.4433 2.2323 0.7116
H 0.8423 0.8716 1.3127
H 1.3124 -0.1559 -1.1477
H 3.1241 0.6161 -0.4976
H 3.1549 -1.5424 0.5196
H 2.2087 -0.6135 1.7014
H 1.2524 -1.4605 0.5611
H -0.4674 -0.7904 1.9611
H -0.0616 -1.6815 -2.9918
O -0.2760 -0.7680 -2.5489
```

As for the spin multiplicity: 1. For the total energy, the calculation gives -384.44122 hartree. The value obtained for the energy above the lowest of the compared OMol25 structures with the same formula, charge and spin is 261.6 kcal per mole. As for the HOMO energy: -7.58 eV.


10.
The following is a quantum chemistry calculation of a cluster of 2 separate species, C5H16N2O in total, from the OMol25 dataset.

XYZ file:
```
24
Properties=species:S:1:pos:R:3
C 1.2476 0.6829 -2.8757
O 0.6652 0.2045 -3.9698
C 0.6778 -0.0259 -1.5958
C -0.8482 0.0978 -1.6216
H 1.0844 1.7831 -2.6993
H 2.3533 0.5232 -2.8194
H 1.1420 0.4124 -0.6948
H 0.9726 -1.0755 -1.7217
H -1.4044 -0.7704 -1.2316
H -1.0811 0.1271 -2.6927
H -1.2369 0.9915 -1.1313
N 0.1833 -1.3183 0.9545
C -0.5653 -0.2146 1.6361
C -0.3536 -0.2316 3.1402
N -1.0120 0.9369 3.6979
H 1.1916 -1.1793 0.9942
H -0.0536 -2.2260 1.3574
H -0.0653 -1.3477 -0.0439
H -0.2272 0.7202 1.1924
H -1.6129 -0.3134 1.3711
H -0.8055 -1.1249 3.5723
H 0.7173 -0.2874 3.3673
H -1.4033 0.7498 4.6089
H -0.3892 1.7305 3.7750
```

As for the spin multiplicity: 1. For the total energy, the calculation gives -384.69488 hartree. The value obtained for the energy above the lowest of the compared OMol25 structures with the same formula, charge and spin is 102.4 kcal per mole. As for the HOMO energy: -5.41 eV.


11.
The following is a quantum chemistry calculation of a cluster of 2 separate species, C5H16N2O in total in a non-equilibrium geometry, from the OMol25 dataset.

XYZ file:
```
24
Properties=species:S:1:pos:R:3
C 0.0454 0.6639 -2.4812
C 0.2959 -0.6403 -1.7027
N 0.1698 -0.6646 -0.2620
C 0.9993 1.6678 0.4084
C 1.0359 0.1297 0.5789
C 0.6276 -0.1287 2.0469
N 0.4614 -1.5290 2.4583
H 0.8642 0.8188 -3.1861
H -0.1054 1.5202 -1.8278
H -0.9147 0.6383 -3.0243
H -0.4250 -1.3900 -2.0309
H 1.2606 -1.0749 -1.9342
H -0.7924 -0.5510 0.0351
H 1.2615 2.1425 1.3465
H 1.6786 1.9690 -0.3972
H 0.0289 2.0305 0.0341
H 2.0934 -0.1405 0.4833
H 1.4053 0.2728 2.6839
H -0.3239 0.3803 2.2427
H -0.3523 -1.9192 1.9974
H 1.1803 -2.1176 2.0314
H -2.8350 0.4250 -1.5439
H -3.6929 -0.2112 -0.4511
O -2.8685 0.2646 -0.5945
```

As for the spin multiplicity: 1. For the total energy, the calculation gives -384.82566 hartree. The value obtained for the energy above the lowest of the compared OMol25 structures with the same formula, charge and spin is 20.3 kcal per mole. Its SMILES is CCN[C@@H](C)CN.O. As for the HOMO energy: -8.41 eV.


12.
The following is a quantum chemistry calculation of a cluster of 2 separate species, C5H16N2O in total in a non-equilibrium geometry, from the OMol25 dataset.

XYZ file:
```
24
Properties=species:S:1:pos:R:3
C 0.8170 -2.5298 -1.9652
C -0.3828 -1.7362 -1.5048
N -0.0184 -0.5232 -0.8098
C -0.8211 -0.1399 0.3171
C -0.0681 0.8680 1.2172
N -0.5616 0.8561 2.5773
C -1.7341 1.6823 2.7605
H 0.5133 -3.5073 -2.3291
H 1.3805 -2.0355 -2.7593
H 1.4955 -2.7259 -1.1263
H -0.9898 -1.4979 -2.3861
H -1.0511 -2.3645 -0.8992
H 0.9835 -0.4260 -0.7342
H -1.7472 0.3426 -0.0370
H -1.1803 -0.9688 0.9312
H -0.2283 1.8657 0.7916
H 0.9724 0.5712 1.2223
H 0.2017 1.0589 3.2042
H -2.4609 1.3602 2.0103
H -1.5462 2.7383 2.4998
H -2.1545 1.5757 3.7477
H 3.1131 2.3075 -2.8360
H 2.4216 1.2448 -1.9607
O 3.0459 1.9835 -1.9315
```

As for the spin multiplicity: 1. For the total energy, the calculation gives -384.81465 hartree. The value obtained for the energy above the lowest of the compared OMol25 structures with the same formula, charge and spin is 27.3 kcal per mole. Its SMILES is CCNCCNC.O. As for the HOMO energy: -8.35 eV.